Record 1
16
Properties=species:S:1:pos:R:3:lowdin_charge:R:1 method="wB97M-V/def2-TZVPD" spin_multiplicity=2 orbital_gap_ev="10.2 / 6.6" de_lowest_kj_mol=173.9 s2=0.76 charge=+1
C -0.69283 -1.93983 -1.68019 0.0014
C -1.40564 -1.27261 -0.64702 0.0274
N -0.57618 -0.44293 -0.00192 0.0951
C 0.65215 -0.32276 -0.68991 0.0965
C 0.59903 -1.38683 -1.71782 0.0221
H -1.13129 -2.45946 -2.60671 0.1629
H -2.42302 -1.22237 -0.41734 0.1386
H -0.83651 0.04202 0.82494 0.1590
H 1.60359 0.10058 -0.39869 0.1405
H 1.42125 -1.57366 -2.46558 0.1485
H 1.33656 -0.58023 3.36568 0.0742
H 1.69512 0.33426 2.11370 0.0070
O 2.01169 0.07775 3.00935 -0.0813
H -1.37568 3.24373 0.03247 0.0981
H -0.12886 3.99326 0.41957 0.0212
O -0.74939 3.40906 0.85946 -0.1112



Record 2
44
Properties=species:S:1:pos:R:3:lowdin_charge:R:1 method="wB97M-V/def2-TZVPD" orbital_gap_ev=8.7 de_lowest_kj_mol=358.5 smiles="CCc1ccccc1NC1=NCC(=O)N1C1CCCCC1"
C 0.04160 -0.01024 3.00170 -0.0942
C 0.08732 1.51066 2.53334 -0.1780
C -1.26365 1.97383 1.93204 -0.1833
C -2.14105 2.74830 2.68368 -0.0414
C -3.45956 2.96514 2.19526 -0.0907
C -3.81502 2.36677 0.99834 -0.1017
C -2.88840 1.68381 0.16435 -0.0089
C -1.54404 1.57856 0.60678 -0.1988
N -0.64508 0.80303 -0.15091 0.1173
C -0.50742 0.76571 -1.59775 -0.1845
N -1.13899 1.71026 -2.40385 0.0427
C -0.68340 1.54240 -3.78456 -0.1124
C 0.30180 0.29821 -3.61158 -0.3695
O 1.04400 -0.09755 -4.52561 0.0348
N 0.26575 -0.22981 -2.32850 0.0796
C 1.21479 -1.27157 -1.82418 -0.1872
C 0.45850 -2.41679 -1.03776 -0.1633
C 1.21307 -3.42992 -0.31021 -0.2301
C 2.19199 -2.79097 0.59690 -0.2096
C 3.05334 -1.81958 -0.10168 -0.1949
C 2.25173 -0.68834 -0.82538 -0.1198
H 0.95810 -0.30561 3.61695 0.0829
H -0.85057 -0.04785 3.69917 0.0861
H 0.01433 -0.85490 2.27052 0.0518
H 0.89532 1.46915 1.77088 0.0909
H 0.33313 2.26188 3.29097 0.1072
H -1.85963 3.14768 3.60869 0.0876
H -4.23585 3.57370 2.73832 0.1150
H -4.77736 2.57731 0.52218 0.1006
H -3.27205 1.16110 -0.68597 0.0967
H 0.10442 0.40535 0.42485 0.0749
H -0.12247 2.44905 -4.06881 0.1177
H -1.56786 1.37963 -4.47443 0.1307
H 1.74123 -1.74475 -2.63835 0.1458
H -0.19859 -2.93328 -1.74923 0.1286
H -0.17081 -1.97168 -0.33363 0.0854
H 0.40183 -4.04205 0.08724 0.1331
H 1.73948 -4.00224 -1.00609 0.1039
H 2.76411 -3.65850 0.90828 0.1221
H 1.62584 -2.32878 1.35443 0.0912
H 3.72567 -1.22355 0.55477 0.1238
H 3.77296 -2.20964 -0.79676 0.1086
H 1.90659 -0.18647 0.05331 0.0791
H 3.03491 -0.10748 -1.35772 0.1303



Record 3
10
Properties=species:S:1:pos:R:3:lowdin_charge:R:1 method="wB97M-V/def2-TZVPD" orbital_gap_ev=11.4 de_lowest_kj_mol=220.3
C -0.09180 0.81802 -0.68326 -0.5851
C -0.89795 -0.90948 1.45220 -0.0383
O -1.32336 0.62768 -1.13865 0.0635
N 0.21028 1.82402 0.01974 0.1781
N -0.16693 -1.80401 1.54327 0.0824
C 0.85200 -0.20820 -1.05706 -0.1575
N 1.68303 -0.97027 -1.25554 0.1778
H -1.90601 1.30079 -0.75806 0.1306
H 1.17439 1.89293 0.31777 0.0705
H 0.46636 -2.57148 1.55958 0.0781



Record 4
43
Properties=species:S:1:pos:R:3:lowdin_charge:R:1 method="wB97M-V/def2-TZVPD" spin_multiplicity=5 orbital_gap_ev="7.2 / 7.4" de_lowest_kj_mol=0.0 s2=6.04 charge=+1
Mn 0.07703 -0.04075 -0.03101 0.8509
N -1.73777 -0.98619 0.18312 -0.0098
C -2.69765 -0.05618 0.83521 -0.0834
C -2.01766 1.27737 1.10482 -0.5853
O -2.45840 2.09698 1.86102 0.1270
O -0.86926 1.44151 0.44747 -0.1460
H -2.09078 -1.31749 -0.71303 0.1297
H -1.58975 -1.81556 0.75726 0.1209
H -3.06044 -0.47593 1.77286 0.1430
H -3.55977 0.11574 0.18990 0.1451
S 1.00706 -0.53908 2.21377 0.6968
C 1.38437 1.08408 2.72713 -0.7418
N 2.64427 1.50152 2.68063 0.0413
C 3.06776 2.83324 3.12083 -0.1381
C 1.91914 3.79978 2.89207 -0.1396
C 0.68283 3.27968 3.60109 -0.1259
N 0.45930 1.88254 3.22214 0.0576
H 3.32591 0.82596 2.37067 0.1331
H 3.94485 3.10967 2.54018 0.1129
H 3.34903 2.79157 4.17569 0.1331
H 1.72798 3.89403 1.82171 0.1214
H 2.17938 4.78498 3.27424 0.1299
H -0.21295 3.83099 3.32067 0.1336
H 0.79897 3.33596 4.68533 0.1321
H -0.49305 1.55134 3.19705 0.1158
O 7.42994 -0.22184 -2.28201 0.1168
N 6.51134 -1.00104 -2.36717 -0.3519
O 6.56948 -2.14166 -2.76018 0.1133
C 5.19081 -0.51935 -1.92086 -0.0992
C 4.12380 -1.37383 -1.94945 0.1167
C 2.88639 -0.89600 -1.50525 -0.0422
C 2.66621 0.44004 -1.07570 -0.2312
O 1.53832 0.92892 -0.70355 -0.1118
C 3.83678 1.24656 -1.08185 -0.0365
C 5.06897 0.79091 -1.46414 0.1201
N 3.76042 2.64111 -0.61186 -0.3390
O 2.76855 3.27342 -0.87507 0.1344
O 4.70040 3.02960 0.05019 0.0916
N 1.81685 -1.84468 -1.55527 -0.2367
O 1.94243 -2.87904 -2.13846 0.1963
O 0.70536 -1.59674 -0.97172 -0.0905
H 4.24087 -2.39121 -2.29460 0.1464
H 5.93529 1.43631 -1.41272 0.1490



Record 5
34
Properties=species:S:1:pos:R:3:lowdin_charge:R:1 method="wB97M-V/def2-TZVPD" spin_multiplicity=4 orbital_gap_ev="6.5 / 6.8" s2=3.82 charge=-1
C 0.98119 -1.31820 -2.78190 -0.1954
C -0.39823 -1.37890 -3.14212 -0.1755
C -1.09592 -2.12072 -2.14009 -0.1737
C -0.16924 -2.51131 -1.12840 -0.1808
C 1.14130 -1.96272 -1.49482 -0.2102
Cr 0.01042 0.06005 -0.89647 0.7005
C -1.22725 1.72637 -1.28586 -0.1335
C 0.15528 1.90160 -1.69345 -0.6534
C 0.67918 2.38390 -2.90264 -0.0362
N 1.23497 1.35383 -0.94799 -0.1170
H -2.14942 -2.45432 -2.20237 0.0939
H -0.83296 -0.98207 -4.07162 0.0953
H -0.36361 -3.18868 -0.28919 0.0904
H 2.10421 -2.14471 -0.98883 0.0900
H 1.80216 -0.94052 -3.39744 0.0946
H -2.04304 1.43693 -2.06993 0.0798
H 1.98150 1.99253 -0.89529 0.0448
H -1.64095 2.26237 -0.40775 0.0499
H 0.05794 2.94800 -3.64433 0.0292
H 1.75272 2.23680 -3.11402 0.0324
C -1.59570 0.98722 3.30634 -0.1814
Si -0.24006 0.04146 2.33473 0.2602
C 1.36838 0.92046 2.57232 -0.1915
C -0.10032 -1.75866 2.93193 -0.1810
O -0.77695 -0.04380 0.80895 -0.4293
H -1.44889 0.92157 4.39949 0.0115
H -2.59890 0.59340 3.06078 0.0224
H -1.58637 2.05737 3.03061 0.0210
H 1.60598 1.04755 3.64966 0.0266
H 2.22683 0.38891 2.12828 0.0295
H 1.37377 1.93093 2.13028 0.0286
H -0.98126 -2.34232 2.61817 0.0243
H 0.78993 -2.24167 2.49360 0.0222
H -0.01669 -1.80268 4.02937 0.0116



Record 6
19
Properties=species:S:1:pos:R:3:lowdin_charge:R:1 method="wB97M-V/def2-TZVPD" orbital_gap_ev="7.7 / 7.7" de_lowest_kj_mol=703.6 charge=+1
C 0.85241 -2.42141 -0.27594 -0.2877
S -0.85923 -1.69294 -0.09607 1.1268
C -0.49037 -0.06693 -0.20326 -0.4692
C -1.76583 0.92719 -0.30110 0.0460
N -2.98565 0.41367 -0.14038 -0.5138
O -3.05789 -0.77327 -0.01462 -0.0383
O -3.91326 1.13224 -0.01484 0.1349
N 0.78493 0.46069 -0.33727 -0.1153
C 1.18951 1.80129 0.25447 0.0478
C 1.52858 0.48061 0.89219 -0.0202
H 0.69769 -3.26577 -0.95987 0.0549
H 1.42668 -2.69542 0.59565 0.0533
H 1.48752 -1.82757 -0.90964 0.0238
H -1.84555 1.98083 -0.07718 0.1244
H 1.26406 0.37151 -1.30153 0.2488
H 0.37206 2.42705 0.57181 0.1211
H 1.98883 2.40045 -0.23914 0.1557
H 2.55403 0.11808 0.91265 0.1528
H 0.77146 0.22972 1.64407 0.1543



Record 7
55
Properties=species:S:1:pos:R:3:lowdin_charge:R:1 method="wB97M-V/def2-TZVPD" orbital_gap_ev=8.7 de_lowest_kj_mol=73.6 charge=+1
Tl 14.82746 12.95772 7.84832 0.7365
C 17.20437 14.93371 5.21181 -0.0640
C 17.66939 14.92243 6.63201 -0.6700
N 17.06468 14.31771 7.63451 -0.0572
C 17.68162 14.63046 8.77348 -0.4255
C 18.80009 15.40566 8.69695 -0.2775
S 19.04972 15.78488 7.01056 1.1289
C 17.18430 14.17617 10.08377 -0.3251
C 17.74980 14.27226 11.30720 -0.3056
S 16.52566 14.01596 12.49947 1.0761
C 15.31525 13.69838 11.26313 -0.6736
N 15.80358 13.87141 10.11313 -0.0821
C 13.88346 13.48979 11.58972 -0.0723
H 17.20750 13.98360 4.76732 0.0675
H 17.65194 15.72813 4.66611 0.0666
H 16.09215 15.10989 5.25645 0.1014
H 19.39296 15.91773 9.42099 0.0772
H 18.74469 14.43350 11.58934 0.0692
H 13.39865 14.44642 11.96633 0.1148
H 13.70090 12.65478 12.25792 0.0819
H 13.25878 13.29325 10.68635 0.0391
Br 16.10641 19.82311 9.03561 0.7164
C 14.49982 19.62077 8.05132 -0.7364
C 13.92942 20.73563 7.47724 -0.1682
C 12.79098 20.71809 6.76716 -0.0669
C 12.27518 19.44650 6.38755 -0.0617
C 12.83012 18.33157 6.95354 -0.1584
C 13.91491 18.36693 7.84287 -0.7238
I 14.59087 16.66788 8.84588 0.9894
H 14.50673 21.64606 7.61356 0.1042
H 12.38352 21.64107 6.30139 0.1272
H 11.50746 19.39195 5.62730 0.1088
H 12.57132 17.34355 6.65395 0.0823
N 9.20499 11.29154 7.67337 0.1766
C 8.82527 12.04261 8.73474 -0.5233
N 7.58565 11.75093 9.19109 0.1780
N 9.54735 12.99390 9.22145 0.1165
C 10.86880 12.85163 9.03756 -0.3334
N 11.97082 12.79463 8.76120 0.0873
H 8.65611 10.49836 7.39459 0.1124
H 10.14636 11.40343 7.35417 0.0933
H 7.03258 11.13914 8.67374 0.0837
H 7.24119 12.21172 10.04649 0.1404
N 16.40920 9.08303 12.61343 0.1136
C 15.39192 9.35158 11.64373 -0.3181
C 15.56766 10.44686 10.72772 -0.0763
N 14.74466 10.63240 9.68599 0.0137
C 13.63204 9.87436 9.66826 -0.1686
C 13.46364 8.89224 10.57203 -0.1432
N 14.31361 8.57053 11.54942 0.1302
H 17.37385 9.29956 12.36816 0.0973
H 16.19885 8.22700 13.10343 0.0889
H 16.41816 11.11450 10.86864 0.1041
H 12.90314 10.02361 8.89501 0.0881
H 12.47352 8.40843 10.60599 0.1198



Record 8
39
Properties=species:S:1:pos:R:3:lowdin_charge:R:1 method="wB97M-V/def2-TZVPD" orbital_gap_ev="6.0 / 5.9" de_lowest_kj_mol=235.8
Au 0.94180 -0.48910 0.71580 0.7993
C -2.07960 -4.10350 -0.19120 -0.1543
N -2.87720 -2.93610 -0.49830 -0.1457
C -3.25040 -2.94450 -1.89910 -0.1672
N -2.09940 -3.05040 -2.78540 -0.1526
C -1.34300 -4.23880 -2.45310 -0.1585
N -0.92270 -4.18660 -1.06770 -0.1002
C 0.04690 -3.22410 -0.80220 -0.1383
P -0.76580 -1.17210 -1.10530 0.9390
C -2.25560 -1.69800 -0.10640 -0.2646
C -1.31170 -1.86300 -2.82230 -0.2402
H -2.69140 -5.00040 -0.33130 0.1378
H -1.74310 -4.05050 0.84620 0.1412
H -3.79340 -2.02470 -2.12870 0.1397
H -3.90250 -3.80510 -2.08140 0.1338
H -0.46830 -4.31300 -3.10290 0.1375
H -1.98080 -5.11640 -2.59830 0.1377
H 0.87970 -3.26040 -1.49900 0.0941
H 0.37010 -3.24100 0.23290 0.0733
H -2.98280 -0.88640 -0.21740 0.1082
H -1.98030 -1.75520 0.94960 0.0539
H -0.42380 -2.03400 -3.43760 0.1013
H -1.90700 -1.05760 -3.26210 0.0866
C -1.48820 1.93700 -3.15690 -0.0382
C -0.65600 1.34290 -2.02490 -0.5057
C -0.22470 2.42620 -1.04370 -0.0493
O -1.42830 0.36130 -1.33310 -0.3415
H -0.88810 2.65440 -3.70860 0.0870
H -2.35430 2.44700 -2.74350 0.0870
H -1.83190 1.16660 -3.84240 0.0667
H 0.23780 0.85110 -2.44350 0.1261
H -1.09970 2.92430 -0.63310 0.0894
H 0.40970 3.15310 -1.54420 0.0879
H 0.33380 1.97960 -0.22230 0.0340
N -1.12580 -0.38560 2.96710 -0.0134
C -0.33970 -0.41340 2.13130 -0.5529
S 4.16110 -0.10750 -2.64370 0.5630
C 3.17420 -0.33840 -1.43100 -1.0232
N 2.45290 -0.54320 -0.52800 -0.1788



Record 9
16
Properties=species:S:1:pos:R:3:lowdin_charge:R:1 method="wB97M-V/def2-TZVPD" orbital_gap_ev=9.2 de_lowest_kj_mol=189.5 smiles="CC/N=C/NC"
C 2.48108 0.85338 -0.53244 -0.1106
C 1.06423 0.93477 -1.11710 -0.3958
N 0.11564 -0.09324 -1.09909 -0.0091
C -0.69680 -0.05560 -0.04398 -0.2103
N -1.60685 -1.01801 0.18883 -0.0726
C -2.20880 -1.29834 1.41491 -0.1078
H 2.84077 1.89407 -0.44086 0.0718
H 2.34513 0.39915 0.42179 0.0463
H 3.19919 0.27435 -1.20192 0.0853
H 1.19924 1.28431 -2.23769 0.1342
H 0.64784 1.71239 -0.49442 0.0688
H -0.56530 0.76183 0.65837 0.1273
H -1.75322 -1.57325 -0.61642 0.1253
H -2.08148 -2.34810 1.40832 0.0780
H -1.66619 -0.83341 2.14437 0.0456
H -3.31448 -0.89430 1.54732 0.1235



Record 10
39
Properties=species:S:1:pos:R:3:lowdin_charge:R:1 method="wB97M-V/def2-TZVPD" spin_multiplicity=2 orbital_gap_ev="7.2 / 7.2" de_lowest_kj_mol=0.0 s2=0.76 charge=+1
Mo -0.78093 -0.55277 -0.08660 1.1809
O -0.38514 -0.64002 -2.01205 -0.3283
N -1.39649 -0.76054 -2.93963 -0.1703
C -0.99986 -0.82159 -4.22880 -0.0122
C -1.92533 -0.93678 -5.22173 -0.0358
C -3.28176 -0.99023 -4.86975 -0.0387
C -3.64954 -0.92650 -3.55239 -0.0678
C -2.68048 -0.80671 -2.54055 -0.6349
S -3.04213 -0.71407 -0.85967 0.6742
H 0.06832 -0.77156 -4.37307 0.1406
H -1.60184 -0.98465 -6.25016 0.1165
H -4.03702 -1.08227 -5.63823 0.1201
H -4.68535 -0.96699 -3.24825 0.1145
C 4.06081 0.26699 0.67147 -0.0281
N 3.06959 1.01092 1.43710 -0.1439
C 3.53087 2.09474 2.29873 -0.0304
C 1.76343 0.72952 1.25307 -0.3908
N 1.28561 -0.01811 0.31303 0.0382
N 0.91678 1.28909 2.21021 0.1676
C -0.43938 1.46797 2.16411 -0.4592
N -0.95283 2.14234 3.20888 0.2017
N -1.18902 1.03839 1.18506 -0.0323
H 5.02966 0.38751 1.14715 0.0966
H 4.13340 0.62517 -0.35883 0.1037
H 3.81941 -0.79602 0.66973 0.0998
H 4.50454 2.42453 1.94752 0.0973
H 3.64105 1.77720 3.33982 0.0993
H 2.85977 2.95042 2.24248 0.0957
H 1.99141 -0.28761 -0.36099 0.0729
H 1.35153 1.50149 3.09272 0.1427
H -0.38056 2.46008 3.97089 0.1221
H -1.94522 2.11710 3.36895 0.1298
H -2.14567 1.36644 1.26183 0.0825
F -2.66451 -2.15423 2.61656 0.2118
B -1.38672 -1.95657 2.31572 -0.8016
F -0.68743 -1.27861 3.25262 0.1673
C -0.73319 -2.37480 0.98788 -0.1933
H -1.33984 -3.12968 0.48573 0.0491
H 0.30404 -2.69961 1.09944 0.0426



Record 11
14
Properties=species:S:1:pos:R:3:lowdin_charge:R:1 method="wB97M-V/def2-TZVPD" orbital_gap_ev=8.1 de_lowest_kj_mol=4.7
C -0.78541 -0.41337 -0.40270 -0.1352
C 0.41861 -0.33753 0.25780 -0.1818
C -0.30614 -1.57461 -1.16453 -0.2701
C 1.12396 -1.38991 -0.47174 -0.2980
C -1.89526 0.54527 -0.43125 -0.0086
N 1.03828 0.85629 1.20406 -1.0048
O -0.79277 -2.19950 -2.05974 0.1370
O 2.28467 -1.59855 -0.62121 0.0948
S 2.73698 0.75935 1.10196 0.6858
I 0.04612 0.97297 2.98077 0.7822
H -2.86328 -0.01903 -0.25351 0.1263
H -1.93502 0.78181 -1.42456 0.0584
H -1.69678 1.44714 0.19906 0.0877
H 2.62604 2.16966 1.08559 -0.0739



Record 12
9
Properties=species:S:1:pos:R:3:lowdin_charge:R:1 method="wB97M-V/def2-TZVPD" orbital_gap_ev="8.4 / 8.4" de_lowest_kj_mol=367.8
C -0.90831 0.04880 -1.30566 -0.1547
C -0.94982 0.43668 -0.08573 -0.7836
C 1.15657 -0.36264 0.89614 -0.3057
F 1.03698 -1.28736 1.80246 0.0909
F 1.75354 -0.80116 -0.17109 0.0683
I -1.85839 1.73329 1.16886 0.8304
H -1.90788 0.20591 -1.91318 0.1071
H -0.02890 -0.45104 -1.65105 0.0375
H 1.70622 0.47752 1.25925 0.1097